Molecular formula: C11H15N
Method: DFT, the ωB97M-V functional and the def2-TZVPD basis

Each line ends with the Löwdin charge.
Geometry (Å):
C: 2.2887 1.3724 -1.4443  -0.055
C: 1.7719 0.1136 -0.8454  -0.242
C: 1.8500 -1.1407 -1.3471  -0.059
N: 1.3036 -2.0440 -0.4429  0.073
C: 1.0240 -1.3667 0.7204  -0.229
C: 0.4298 -1.8005 1.8978  -0.027
C: -0.0186 -0.8283 2.7953  -0.095
C: -0.0148 0.5319 2.4668  -0.101
C: 0.6208 0.9560 1.3234  -0.052
C: 1.1881 0.0085 0.4697  -0.156
H: 3.0392 1.2189 -2.2225  0.078
H: 2.5770 2.0546 -0.6383  0.077
H: 1.6090 2.0533 -1.9796  0.075
H: 1.9928 -1.4313 -2.3754  0.122
H: 1.5591 -3.0168 -0.4891  0.147
H: 0.1473 -2.8300 2.0819  0.105
H: -0.4991 -1.2989 3.6436  0.096
H: -0.3724 1.1612 3.2724  0.100
H: 0.7537 1.9857 1.0139  0.114
C: -1.9618 0.5472 -0.7021  -0.169
C: -3.3937 0.5982 -1.2149  -0.164
H: -1.7090 -0.4623 -0.3656  0.068
H: -1.2194 0.6845 -1.4876  0.064
H: -1.7278 1.1797 0.1522  0.051
H: -3.7347 1.5871 -1.5225  0.058
H: -4.1620 0.1285 -0.6032  0.061
H: -3.3417 0.0384 -2.1568  0.062

The SMILES is Cc1c[nH]c2ccccc12.CC. Its HOMO-LUMO gap is 8.80 eV. The total energy comes out at -13140.003 eV.

=====

Molecular formula: C11H15N
Method: DFT, the ωB97M-V functional and the def2-TZVPD basis

Each line ends with the Löwdin charge.
Geometry (Å):
C: 2.8858 2.6264 0.3917  -0.050
C: 1.4569 2.2039 0.4749  -0.222
C: 0.4500 3.1100 0.1476  -0.053
N: -0.7752 2.4732 0.2073  0.060
C: -0.6284 1.1873 0.6217  -0.204
C: -1.5161 0.1036 0.7910  -0.035
C: -1.0068 -1.0440 1.3258  -0.145
C: 0.3685 -1.2379 1.6748  -0.084
C: 1.2195 -0.1882 1.4055  -0.038
C: 0.7631 0.9866 0.7897  -0.143
H: 2.9465 3.7075 0.4437  0.077
H: 3.2083 2.3318 -0.6346  0.089
H: 3.4996 1.9488 0.9733  0.068
H: 0.4199 4.0986 -0.2707  0.116
H: -1.6843 2.8711 0.0600  0.150
H: -2.5568 0.1010 0.5127  0.104
H: -1.6715 -1.8527 1.6210  0.103
H: 0.6591 -2.0511 2.3296  0.098
H: 2.2791 -0.2874 1.6417  0.109
C: -1.6927 -2.7182 -1.1648  -0.173
C: -0.8965 -2.5599 -2.4626  -0.157
H: -1.0624 -2.8871 -0.2971  0.042
H: -2.2797 -1.8406 -0.9808  0.039
H: -2.3645 -3.5870 -1.2386  0.069
H: -1.5245 -2.4514 -3.3488  0.060
H: -0.2216 -3.3797 -2.7074  0.058
H: -0.2754 -1.6645 -2.3062  0.065

The SMILES is Cc1c[nH]c2ccccc12.CC. Its HOMO-LUMO gap is 8.63 eV. The total energy comes out at -13139.931 eV.

=====

Molecular formula: C11H15N
Method: DFT, the ωB97M-V functional and the def2-TZVPD basis

Each line ends with the Löwdin charge.
Geometry (Å):
C: -1.6447 1.3475 2.1659  -0.046
C: -1.4745 0.9765 0.7274  -0.247
C: -1.1523 1.7967 -0.2915  -0.075
N: -0.8212 1.0554 -1.4294  0.081
C: -0.9881 -0.2581 -1.1121  -0.231
C: -0.7152 -1.4364 -1.8560  -0.020
C: -0.7525 -2.6224 -1.1752  -0.110
C: -0.9646 -2.7341 0.2142  -0.094
C: -1.2453 -1.5984 0.9427  -0.025
C: -1.2755 -0.3794 0.2525  -0.154
H: -1.2531 2.3517 2.3553  0.077
H: -1.1098 0.6499 2.8158  0.072
H: -2.6923 1.3419 2.4825  0.078
H: -0.9681 2.8611 -0.3155  0.123
H: -0.3511 1.5166 -2.1842  0.147
H: -0.4987 -1.2804 -2.9073  0.106
H: -0.5373 -3.5464 -1.6941  0.096
H: -0.7776 -3.7035 0.6494  0.095
H: -1.1668 -1.5451 2.0209  0.106
C: 2.8984 0.7088 -0.9049  -0.161
C: 2.2547 0.5105 0.4529  -0.163
H: 3.9743 0.5175 -0.8812  0.060
H: 2.4537 0.1165 -1.7056  0.056
H: 2.7458 1.7481 -1.1999  0.061
H: 2.1407 -0.4611 0.9260  0.067
H: 1.2556 0.9274 0.3964  0.031
H: 2.6656 1.1391 1.2553  0.069

The SMILES is Cc1c[nH]c2ccccc12.CC. Its HOMO-LUMO gap is 8.85 eV. The total energy comes out at -13140.201 eV.

=====

Molecular formula: C11H15N
Method: DFT, the ωB97M-V functional and the def2-TZVPD basis

Each line ends with the Löwdin charge.
Geometry (Å):
C: -0.6125 0.4497 2.9005  -0.048
C: -0.6638 -0.6229 1.8547  -0.238
C: -0.5580 -1.9774 1.9628  -0.045
N: -0.5639 -2.5250 0.6938  0.068
C: -0.8086 -1.5237 -0.2254  -0.225
C: -0.9568 -1.5613 -1.6132  -0.034
C: -1.3975 -0.4341 -2.2783  -0.092
C: -1.6775 0.7523 -1.5665  -0.101
C: -1.3418 0.8419 -0.2297  -0.034
C: -0.9044 -0.3042 0.4818  -0.160
H: -1.4340 1.1601 2.8117  0.069
H: 0.2677 1.0898 2.7964  0.080
H: -0.7263 0.0621 3.9129  0.075
H: -0.4421 -2.6750 2.7741  0.118
H: -0.7080 -3.4464 0.3255  0.148
H: -0.5984 -2.4523 -2.1215  0.108
H: -1.5382 -0.5497 -3.3437  0.096
H: -2.1663 1.6071 -2.0101  0.097
H: -1.5958 1.6228 0.4789  0.107
C: 2.4987 0.8884 -0.2615  -0.133
C: 1.9944 1.7279 -1.4871  -0.161
H: 1.7727 0.1312 -0.0088  0.045
H: 3.3388 0.3656 -0.7451  0.056
H: 3.0765 1.5536 0.3738  0.058
H: 2.5639 2.6483 -1.6274  0.054
H: 0.9539 2.0402 -1.4787  0.036
H: 2.2270 1.1310 -2.3696  0.056

The SMILES is Cc1c[nH]c2ccccc12.CC. Its HOMO-LUMO gap is 8.86 eV. The total energy comes out at -13139.712 eV.